60
Properties=species:S:1:pos:R:3:mulliken_charge:R:1 method="wB97M-V/def2-TZVPD" gap_ev=6.335 total_energy_ha=-2310.3849 e_above_lowest_kcal_mol=5.7 homo_ev=-7.2 spin_multiplicity=1
P 2.4872 -0.6304 -5.1093 1.19
P 0.9718 -3.6801 -4.0082 1.00
C 2.9485 -2.3576 -5.6845 -1.06
C 1.7233 -3.2926 -5.7222 -1.11
H 3.7400 -2.7710 -5.0252 0.32
H 3.3738 -2.2332 -6.6961 0.47
H 0.9096 -2.8378 -6.3174 0.37
H 1.9985 -4.2651 -6.1637 0.48
C 2.2749 -4.9370 -3.5908 -1.65
H 1.9754 -5.4169 -2.6549 0.37
H 3.2949 -4.5404 -3.5191 0.35
H 2.2792 -5.7038 -4.3736 0.61
C -0.2484 -4.9422 -4.5595 -1.29
H 0.2552 -5.8555 -4.9004 0.39
H -0.8972 -4.5516 -5.3596 0.38
H -0.8436 -5.1918 -3.6696 0.36
C 4.1660 0.1196 -5.0981 -1.44
H 4.1010 1.0826 -4.5651 0.36
H 4.4636 0.2942 -6.1511 0.47
H 4.9019 -0.5379 -4.5929 0.35
C 1.7744 0.1456 -6.5660 -1.37
H 0.8566 -0.3568 -6.8914 0.38
H 2.5370 0.1134 -7.3513 0.42
H 1.5639 1.1867 -6.2907 0.36
Ca -1.8822 -0.6610 -1.7792 1.43
C 1.5356 -2.8118 -0.8346 -1.11
C 2.8389 -3.0545 -0.8785 -0.52
C 3.9007 -2.0194 -1.0579 -0.61
C 3.5865 -0.7147 -0.2572 -0.11
C 3.4431 0.4772 -1.1259 -0.73
C 2.4979 0.4528 -2.0690 -0.56
C 1.5168 -0.6634 -2.4378 0.80
C 0.8162 -1.6086 -1.4570 0.16
C -1.0286 1.4323 -1.1278 -1.56
H 0.8600 -3.4943 -0.2394 0.13
H 3.1718 -4.0659 -0.7211 0.58
H 4.1291 -1.7938 -2.1235 -0.08
H 4.8454 -2.4634 -0.6760 0.50
H 2.6667 -0.8046 0.3666 -0.17
H 4.3764 -0.4927 0.4704 0.50
H 3.8862 1.4574 -0.8400 0.34
H 2.2646 1.4212 -2.5551 0.54
H 1.9028 -1.3173 -3.2426 -1.05
H 0.7053 -0.0598 -2.8827 0.30
H 0.4718 -0.9225 -0.6656 0.51
H -0.0988 -2.0583 -1.9746 0.11
H -2.0597 1.6606 -0.7571 0.41
H -0.7182 2.1840 -1.8703 0.31
H -0.3740 1.4576 -0.2428 0.20
O -3.0171 -0.9357 0.1188 -0.93
C -2.1165 -1.0692 1.0284 0.65
C -2.2764 -1.1560 2.4990 -0.53
C -0.8392 -1.3479 3.0183 -0.49
C 0.0251 -1.1672 1.7793 -0.07
O 1.2538 -1.0810 1.7842 -0.70
N -0.8279 -1.1312 0.6811 -0.09
H -2.7560 -0.2377 2.8599 0.30
H -2.8501 -2.0489 2.7686 0.27
H -0.4618 -0.6779 3.8175 0.33
H -0.7519 -2.4257 3.3333 0.19

8
Properties=species:S:1:pos:R:3:mulliken_charge:R:1 method="wB97M-V/def2-TZVPD" gap_ev=12.758 total_energy_ha=-258.6448 e_above_lowest_kcal_mol=11.7 homo_ev=-17.3 charge=+1 spin_multiplicity=1
C -0.6709 0.3065 0.0065 0.45
N 2.7821 -0.7619 0.0093 -0.18
N 2.2281 0.1836 -0.0541 0.15
N 0.2372 1.0343 0.0628 -0.05
N -1.5392 -0.6055 0.0630 -0.33
H 0.7635 1.8240 -0.2517 0.39
H -1.3059 -1.5632 -0.1881 0.29
H -2.4949 -0.4178 0.3522 0.28

12
Properties=species:S:1:pos:R:3:mulliken_charge:R:1 method="wB97M-V/def2-TZVPD" gap_ev=9.471 total_energy_ha=-716.0295 e_above_lowest_kcal_mol=13.5 homo_ev=-8.6 spin_multiplicity=1
C 1.4686 -0.3451 0.0777 -1.19
C 0.1485 -1.0630 -0.0164 0.46
F 0.1740 -2.3954 -0.0321 -0.29
C -1.0376 -0.3215 -0.0469 0.37
C -1.0010 1.1793 -0.0198 -0.95
Cl -2.5139 -1.1372 0.0441 -0.20
H 1.7807 0.0009 -0.9081 0.34
H 2.2902 -1.0614 0.2404 0.37
H 1.5091 0.4602 0.8682 0.26
H -0.5815 1.5937 0.9098 0.24
H -1.9812 1.7419 -0.3154 0.29
H -0.2559 1.3475 -0.8015 0.28

18
Properties=species:S:1:pos:R:3:mulliken_charge:R:1 method="wB97M-V/def2-TZVPD" gap_ev=9.958 total_energy_ha=-418.3917 e_above_lowest_kcal_mol=43.4 homo_ev=-9.2 spin_multiplicity=1
N 0.6437 -2.1648 -0.6206 -0.40
C 1.1638 -0.8921 -0.4865 -0.01
O 2.3465 -0.7359 -0.2821 -0.60
C 0.1614 0.3227 -0.4072 0.46
N 0.7448 1.4511 -1.1084 -0.66
C -0.2759 0.5108 1.0256 -0.66
C -1.7513 0.2402 1.1914 -0.42
O -2.6476 1.2319 0.6278 -0.53
H -0.3474 -2.2636 -0.6417 0.20
H 1.2881 -2.9187 -0.4908 0.24
H -0.6666 0.0447 -1.0774 0.34
H 1.1949 1.1586 -1.9657 0.25
H 1.3684 2.0215 -0.5649 0.22
H -0.0231 1.4430 1.5361 0.36
H 0.3158 -0.1211 1.7048 0.40
H -2.1704 -0.6876 0.8113 0.25
H -2.0035 0.4054 2.2432 0.27
H -2.4884 1.5810 -0.2499 0.31